Density functional theory data (ωB97M-V with the def2-TZVPD basis set) for a molecular structure, C40H34F3N6PPt in a non-equilibrium geometry.

## Properties
* max |F|: 2.5 eV Å⁻¹
* E_tot: -71619.2432 eV
* frontier orbital gap: 5.13 eV
* ΔE to the lowest compared entry with this formula, charge and spin: 3.361 eV
* HOMO energy: -19.51 eV
* charge: +4
* LUMO level: -0.52849 Eh

```
85
Properties=species:S:1:pos:R:3:forces:R:3:mulliken_charge:R:1
Pt 0.1923 -0.8706 -0.4467 0.077 -2.418 -0.428 4.39
C 3.4703 0.2422 -0.7464 0.016 -0.106 -0.007 -1.70
C 3.4230 -0.9679 0.1345 0.509 0.171 -0.477 1.11
C 4.5957 -1.4022 0.7574 -0.276 -0.069 0.054 -0.99
C 4.5290 -2.3997 1.7090 0.130 0.028 -0.018 -1.09
C 3.3012 -2.9850 1.9896 -0.146 0.077 -0.153 -0.76
C 2.1830 -2.5872 1.2764 0.321 -0.402 0.085 0.55
N 2.2572 -1.5821 0.3762 -0.703 -0.097 -1.592 -0.01
C 0.8826 -3.2325 1.4294 0.014 -0.285 0.246 0.91
C 0.6708 -4.3716 2.1960 -0.054 0.091 -0.053 -0.90
C -0.5966 -4.9297 2.2480 -0.100 0.053 -0.052 -1.16
C -1.6140 -4.3776 1.4845 0.246 0.113 0.129 -1.10
C -1.3376 -3.2548 0.7160 -0.499 -0.035 0.031 0.94
N -0.1228 -2.6941 0.7289 0.541 0.607 -0.775 0.64
C -2.2813 -2.7025 -0.2545 -0.477 -0.257 0.309 0.65
C -3.6147 -3.0705 -0.3022 0.297 0.106 -0.114 -1.03
C -4.3648 -2.7191 -1.4165 -0.146 0.016 -0.070 -0.84
C -3.7582 -2.0372 -2.4532 0.174 -0.111 0.175 -0.82
C -2.4358 -1.6079 -2.3177 -0.252 0.227 -0.338 0.76
C -1.7812 -0.8464 -3.4267 0.010 -0.138 0.046 -1.00
N -1.7472 -1.9110 -1.2111 1.318 1.305 -0.031 0.29
H 4.2328 0.9338 -0.3921 0.011 -0.005 0.019 0.67
H 2.5044 0.7468 -0.7556 0.124 0.046 0.041 0.00
H 3.7434 -0.0387 -1.7665 -0.025 0.020 -0.010 0.34
H 5.5337 -0.9232 0.5119 -0.001 0.048 0.010 0.64
H 5.4189 -2.7159 2.2387 0.003 -0.012 0.004 0.52
H 3.2332 -3.7477 2.7502 -0.039 -0.039 -0.009 0.49
H 1.4823 -4.8485 2.7239 0.045 0.064 0.042 0.47
H -0.7856 -5.8081 2.8517 0.031 -0.023 -0.015 0.51
H -2.5890 -4.8402 1.4663 -0.037 0.019 -0.044 0.43
H -4.0605 -3.6337 0.5043 0.027 -0.087 -0.013 0.51
H -5.4067 -3.0061 -1.4838 -0.003 -0.001 -0.004 0.53
H -4.2930 -1.8272 -3.3689 0.003 0.055 -0.007 0.56
H -2.5094 -0.5611 -4.1812 -0.008 0.058 0.023 0.51
H -1.0311 -1.4747 -3.9115 0.021 0.033 0.006 0.37
H -1.2898 0.0509 -3.0477 -0.105 -0.033 -0.188 0.00
N 0.6365 1.7344 -2.2500 0.068 -0.437 0.007 0.34
P -0.5902 1.4482 -1.1193 1.484 1.554 0.393 0.21
C -1.9158 2.5863 -1.6806 -0.489 -1.113 -0.005 0.92
C -3.0923 2.1583 -2.2910 -0.194 -0.009 0.139 -0.12
C -4.0369 3.0982 -2.6766 0.033 -0.051 -0.055 -0.89
C -3.7908 4.4512 -2.4877 0.008 0.080 -0.042 -0.64
C -2.6193 4.8758 -1.8695 0.081 -0.113 -0.247 -0.83
C -1.6734 3.9495 -1.4655 0.218 -0.106 0.324 -0.59
C -0.1370 2.1412 0.4525 -0.370 0.107 -0.173 -0.58
C -1.2222 1.7539 1.4116 -0.087 0.032 -0.053 -0.47
C -1.2377 2.4287 2.7935 -0.077 -0.154 0.418 -0.61
C 0.1193 2.9733 3.2712 0.070 -0.068 0.582 -0.90
C 1.3105 2.7808 2.3100 -0.053 0.236 -0.264 -0.71
C 1.0279 2.6479 0.8550 -0.011 0.181 -0.059 -0.72
C 1.2044 0.6991 -2.9582 0.204 0.066 -0.124 0.22
C 1.8660 0.8978 -4.1695 0.028 -0.119 0.018 -1.01
C 2.4413 -0.1849 -4.8053 -0.066 0.069 0.047 -0.82
C 2.3366 -1.4567 -4.2375 -0.050 -0.002 0.211 -1.04
C 1.6605 -1.5881 -3.0477 0.262 -0.455 -0.346 -0.65
N 1.1186 -0.5278 -2.4223 -1.038 -0.419 1.167 0.14
H 0.6839 2.6485 -2.6864 -0.133 0.012 -0.038 0.43
H -3.3044 1.1074 -2.4397 0.014 0.025 0.049 0.25
H -4.9699 2.7721 -3.1152 0.028 0.017 -0.088 0.48
H -4.5041 5.1852 -2.8400 -0.073 -0.026 0.123 0.45
H -2.4252 5.9291 -1.7168 -0.012 0.003 -0.018 0.48
H -0.7636 4.2916 -0.9914 0.005 0.034 0.096 0.38
H -2.2015 1.7496 0.9279 -0.020 0.064 0.034 0.93
H -2.1254 2.9924 3.0616 0.061 0.110 -0.113 0.56
H 0.0894 3.8883 3.8567 0.086 0.077 -0.163 0.49
H 2.1198 3.4829 2.4972 0.057 -0.116 0.072 0.72
H 1.8224 2.9061 0.1610 -0.059 -0.081 -0.086 0.61
H 1.9172 1.8895 -4.5992 0.015 0.027 0.032 0.58
H 2.9637 -0.0481 -5.7437 -0.010 0.019 -0.011 0.52
H 2.7717 -2.3245 -4.7123 -0.025 -0.031 0.010 0.60
H 1.5395 -2.5532 -2.5727 -0.015 0.037 -0.001 0.45
F 1.0497 0.1230 5.6449 0.033 -0.032 0.044 -0.26
C 0.7619 1.4204 5.4266 -0.098 0.131 -0.298 0.77
F -0.2665 1.7638 6.1940 0.077 -0.002 -0.007 -0.25
F 1.8270 2.1522 5.7567 -0.036 -0.050 0.041 -0.26
C 0.4316 1.5991 3.9590 0.076 0.598 0.032 0.90
C -0.9251 1.0674 3.4905 -0.084 -0.202 -0.429 -1.14
C -0.9195 0.3836 2.0890 -0.582 0.005 0.727 -1.21
N 0.3083 -0.2077 1.6304 -0.441 0.277 -0.525 0.69
C 1.4294 0.2084 2.0627 0.977 1.008 1.195 -0.02
C 1.6130 1.3698 2.9950 -0.446 -0.921 0.258 -1.55
H -1.5626 0.6239 4.2492 -0.013 -0.043 -0.035 0.58
H -1.7256 -0.3420 1.9838 0.049 -0.034 -0.040 0.64
H 2.3388 -0.2822 1.7257 -0.498 0.826 0.416 -0.27
H 2.5856 1.3368 3.4815 0.000 -0.034 -0.036 0.80
```
Positions in Å, forces in eV/Å.

***

Density functional theory data (ωB97M-V with the def2-TZVPD basis set) for 2 unconnected molecules or ions with the total composition C4H14N3 in a non-equilibrium geometry.

## Properties
* max |F|: 1.9 eV Å⁻¹
* E_tot: -8839.4981 eV
* frontier orbital gap: 11.75 eV
* ΔE to the lowest compared entry with this formula, charge and spin: 0.525 eV
* HOMO energy: -14.81 eV
* charge: +1
* LUMO level: -0.11229 Eh

```
21
Properties=species:S:1:pos:R:3:forces:R:3:mulliken_charge:R:1
C -1.9720 1.7878 -0.8481 0.128 -0.032 0.258 -0.83
C -0.7333 -0.2577 -1.3186 -0.002 -0.399 -0.048 0.88
N -0.8305 1.0436 -1.3723 -0.557 0.505 0.285 -0.20
N -1.7474 -1.0068 -0.8885 0.147 -1.020 -0.264 -0.38
N 0.3807 -0.8474 -1.7093 0.719 -1.477 -0.250 -0.41
H -0.0371 1.5386 -1.7308 0.147 0.326 -0.017 0.21
H -2.6219 -0.5663 -0.7765 -0.865 0.261 0.134 0.10
H -1.8245 -1.9876 -1.1468 0.373 0.348 0.211 0.26
H 1.2849 -0.4235 -1.7238 0.126 0.707 -0.067 0.23
H 0.4565 -1.8499 -1.6206 -0.186 0.038 -0.004 0.22
H -1.7049 2.2134 0.1128 0.116 0.541 -0.064 0.33
H -2.7860 1.1166 -0.5889 -0.108 0.193 -0.408 0.29
H -2.3030 2.5202 -1.5828 -0.008 0.007 0.255 0.31
C 2.1857 0.2785 1.9071 -0.315 -0.611 1.777 -0.91
C 1.4374 -1.0617 1.9029 -0.291 -0.321 -1.396 -0.56
H 3.2439 0.0975 1.7753 0.163 0.328 -0.444 0.29
H 1.7589 1.0107 1.2653 -0.021 0.463 -1.056 0.28
H 2.1026 0.7626 2.8846 0.034 -0.181 0.067 0.30
H 0.6343 -1.1244 1.1559 -0.300 0.575 0.244 -0.03
H 2.0752 -1.8266 1.4765 0.465 -0.394 0.486 0.29
H 1.0005 -1.4177 2.8268 0.236 0.144 0.299 0.34
```
Positions in Å, forces in eV/Å.